Record 1
# C4H12NO2

A cluster of 3 separate species, C4H12NO2 in total (ωB97M-V/def2-TZVPD, OMol25).

```
19
Properties=species:S:1:pos:R:3:lowdin_charge:R:1
C 1.40697 -2.47904 1.65752 -0.12
C 0.70740 -1.34869 1.19232 -0.15
C -0.32264 -0.83235 1.92663 -0.09
N -1.02535 0.13942 1.18286 0.02
C -0.56060 1.31989 1.03673 0.16
H 2.30061 -2.18626 2.35011 0.13
H 0.73241 -3.21164 2.16404 0.10
H 2.13812 -3.01566 0.87395 0.14
H 1.02358 -0.88290 0.24448 0.11
H -0.74904 -1.22921 2.92777 0.18
H -2.03892 -0.02821 1.03604 0.20
H -1.18062 2.16721 0.61358 0.14
H 0.50340 1.73673 1.18169 0.17
H -4.13717 3.91282 -4.13956 0.03
H -4.33145 2.66477 -5.07048 0.00
O -3.78284 3.10388 -4.48312 -0.02
H 3.40397 0.75507 -1.76781 0.10
H 3.17176 -0.69332 -1.59878 0.02
O 2.74042 0.10749 -1.32796 -0.10
```

HOMO = -13.6 eV
Energy relative to the best compared isomer or geometry (same formula, charge and spin) = 378.1 kJ/mol
Net charge = +1
HOMO-LUMO gap = 8.635 eV
Energy = -9918.3113 eV

---

Record 2
# C4H12NO2

A cluster of 2 separate species, C4H12NO2 in total (ωB97M-V/def2-TZVPD, OMol25).

```
19
Properties=species:S:1:pos:R:3:lowdin_charge:R:1
O 1.48669 2.11692 0.56124 0.07
C 1.92889 1.01559 0.30670 -0.16
C 1.02593 -0.02283 -0.50841 -0.28
N -0.37063 0.54340 -0.56860 -0.02
C -1.42916 -0.55226 -1.06436 0.02
C 1.13530 -1.44625 -0.01779 -0.03
H 2.87593 0.57775 0.71952 0.15
H 1.40483 0.23881 -1.68424 0.22
H -0.66478 1.10975 0.34156 0.15
H -0.33520 1.43899 -1.27998 0.24
H -2.41536 -0.04930 -1.45480 0.14
H -1.75265 -1.23168 -0.23823 0.10
H -1.01135 -1.09872 -1.86010 0.06
H 0.86864 -1.51323 0.98919 0.09
H 2.11581 -1.51095 0.32877 0.07
H 0.88479 -2.19794 -0.62573 0.06
H -1.68038 1.67420 2.04830 0.07
H -2.27562 0.13270 2.28672 0.10
O -1.79170 0.77507 1.72025 -0.05
```

HOMO = -14.5 eV
Energy relative to the best compared isomer or geometry (same formula, charge and spin) = 319.9 kJ/mol
Net charge = +1
HOMO-LUMO gap = 11.066 eV
Energy = -9918.9139 eV

---

Record 3
# C4H12NO2

A cluster of 2 separate species, C4H12NO2 in total (ωB97M-V/def2-TZVPD, OMol25).

```
19
Properties=species:S:1:pos:R:3:lowdin_charge:R:1
C -0.10241 1.98966 0.70683 -0.02
C 0.66069 0.67903 0.50339 -0.31
C 0.88967 0.26582 -0.96152 -0.09
C 1.44978 -1.14394 -1.06356 -0.19
O 1.50412 -1.91159 -0.13148 0.06
N -0.18420 -0.40385 1.15906 0.21
H -0.41872 2.01550 1.74005 0.09
H -0.94532 1.97111 0.00887 0.10
H 0.47851 2.85733 0.49190 0.09
H 1.61199 0.73960 1.00615 0.15
H 1.68563 0.88385 -1.36580 0.14
H -0.06238 0.35122 -1.49044 0.13
H 1.91618 -1.47506 -2.00170 0.14
H 0.52112 -1.10591 1.40701 0.15
H -0.72323 -0.89529 0.45049 0.08
H -0.85263 -0.01798 1.81094 0.16
H -2.73528 -2.24268 -0.41273 0.07
H -2.60097 -0.99751 -1.23759 0.08
O -2.09256 -1.55932 -0.61986 -0.04
```

HOMO = -14.4 eV
Energy relative to the best compared isomer or geometry (same formula, charge and spin) = 94.4 kJ/mol
Net charge = +1
HOMO-LUMO gap = 11.334 eV
Energy = -9921.2516 eV

---

Record 4
# C4H12NO2P

A structure of composition C4H12NO2P (ωB97M-V/def2-TZVPD, OMol25).

```
20
Properties=species:S:1:pos:R:3:lowdin_charge:R:1
C 1.86886 -0.25412 -0.54019 -0.12
C 1.24807 0.70171 1.63711 -0.13
C -1.65480 -1.84715 0.52667 -0.12
C -0.81748 1.20543 -1.85993 -0.19
N 0.89241 0.46220 0.25567 -0.40
O -2.11737 1.37662 1.18189 -0.35
O -1.17123 -1.04527 -0.54766 -0.35
P -0.70148 0.44799 -0.21580 0.82
H 2.15219 -1.20867 -0.08141 0.09
H 1.45786 -0.45386 -1.52734 0.07
H 2.76914 0.35736 -0.64625 0.08
H 1.43567 -0.23066 2.18347 0.08
H 2.14905 1.31862 1.68185 0.08
H 0.41728 1.22890 2.10294 0.06
H -2.24140 -2.65125 0.08339 0.09
H -2.27607 -1.23344 1.18334 0.07
H -0.82588 -2.26830 1.09868 0.08
H -0.33114 2.17546 -1.82873 0.05
H -0.37701 0.57599 -2.62859 0.04
H -1.87670 1.34243 -2.05912 0.05
```

HOMO (alpha / beta) = -6.6 / -9.3 eV
Energy relative to the best compared isomer or geometry (same formula, charge and spin) = 79.4 kJ/mol
2S+1 = 3
HOMO-LUMO gap (alpha / beta) = 7.418 / 8.996 eV
Energy = -19212.4827 eV
⟨S²⟩ = 2.0086

---

Record 5
# C4H12NO2S

A cluster of 3 separate species, C4H12NO2S in total (ωB97M-V/def2-TZVPD, OMol25).

```
20
Properties=species:S:1:pos:R:3:lowdin_charge:R:1
C 0.58526 -1.20023 -0.40117 -0.12
C 0.81422 0.34328 -0.34718 -0.50
C 1.61583 0.72076 0.93807 -0.64
S 3.30947 0.04313 1.14740 0.51
N -0.37029 1.12171 -0.71427 -0.04
C -1.57346 1.21015 0.26897 -0.46
O -1.99655 0.03334 0.78335 -0.30
H 1.42037 -1.88258 -0.29679 0.00
H -0.17336 -1.60746 0.26189 0.06
H 0.10128 -1.29752 -1.43563 0.08
H 1.49834 0.56199 -1.17497 0.11
H 1.70296 1.79641 1.16013 0.05
H 0.82227 0.37666 1.65980 0.09
H 2.34727 -1.85583 1.43667 0.15
H 0.02823 2.05885 -0.85092 0.08
H -1.28297 1.86049 1.05884 0.05
H -2.29003 1.85568 -0.29003 0.08
H -1.81459 -1.34873 -1.68774 0.00
H -2.21576 -1.06686 -0.40440 -0.03
O -2.52849 -1.72324 -1.11202 -0.18
```

HOMO = -3.5 eV
Energy relative to the best compared isomer or geometry (same formula, charge and spin) = 438.8 kJ/mol
Net charge = -1
HOMO-LUMO gap = 4.957 eV
Energy = -20759.5148 eV

---

Record 6
# C4H12NO3

A cluster of 2 separate species, C4H12NO3 in total (ωB97M-V/def2-TZVPD, OMol25).

```
20
Properties=species:S:1:pos:R:3:lowdin_charge:R:1
C -1.60198 0.03402 -0.03312 -0.12
N -0.41105 0.73958 0.71171 -0.05
C 0.66208 -0.33780 1.00328 -0.30
C 0.19398 -1.81278 0.81122 -0.40
O 0.00422 -2.22245 -0.49989 -0.29
C 1.82578 -0.20469 0.02464 -0.34
O 1.67010 -0.59217 -1.30645 -0.20
H -1.46313 -0.43407 -0.98703 0.06
H -1.88880 -0.82799 0.61236 0.06
H -2.37044 0.77643 -0.22754 0.05
H -0.07090 1.38981 -0.00410 0.04
H 0.85543 -0.25146 2.08859 0.12
H 0.91593 -2.39380 1.46896 0.10
H -0.77684 -2.01134 1.29572 0.07
H 0.92916 -1.42516 -1.13598 0.04
H 2.06994 0.88305 -0.13065 0.09
H 2.82143 -0.61256 0.33166 0.10
H -1.24384 2.40133 -1.13988 -0.01
H -0.63422 3.65739 -1.33667 0.04
O -1.48686 3.24469 -1.54682 -0.07
```

HOMO = -3.6 eV
Energy relative to the best compared isomer or geometry (same formula, charge and spin) = 209.5 kJ/mol
Net charge = -1
HOMO-LUMO gap = 7.226 eV
Energy = -11973.7813 eV

---

Record 7
# C4H12NO3

A cluster of 2 separate species, C4H12NO3 in total (ωB97M-V/def2-TZVPD, OMol25).

```
20
Properties=species:S:1:pos:R:3:lowdin_charge:R:1
O -0.23784 2.83101 0.96911 0.09
C 0.69969 2.49831 0.07737 -0.58
C 0.61503 1.19001 -0.58581 -0.06
N -0.26323 0.08484 -0.15136 0.07
C 0.56362 -1.32481 -0.02432 -0.06
C 0.69299 -1.57019 1.56335 -0.04
O 1.59847 3.23147 -0.10793 0.17
H 0.02749 3.55132 1.68591 0.22
H 1.72567 0.89197 -0.55142 0.18
H 0.45515 1.38140 -1.67323 0.17
H -0.96257 -0.17675 -0.87312 0.12
H -0.69276 0.27898 0.78104 0.17
H -0.05657 -2.19272 -0.38926 0.13
H 1.45636 -1.15529 -0.58021 0.10
H 1.41717 -1.01758 2.11160 0.06
H -0.37066 -1.40238 1.95764 0.10
H 0.87022 -2.60897 1.78132 0.07
H -3.07080 -1.87808 -1.58698 0.12
H -2.31792 -1.11540 -2.62465 0.04
O -2.14952 -1.49715 -1.77903 -0.06
```

HOMO = -14.6 eV
Energy relative to the best compared isomer or geometry (same formula, charge and spin) = 157.9 kJ/mol
Net charge = +1
HOMO-LUMO gap = 11.458 eV
Energy = -11967.9595 eV

---

Record 8
# C4H12NO3

A cluster of 2 separate species, C4H12NO3 in total (ωB97M-V/def2-TZVPD, OMol25).

```
20
Properties=species:S:1:pos:R:3:lowdin_charge:R:1
C 1.51989 -0.06115 -0.82842 -0.25
O 1.22744 -1.00433 -1.75525 -0.07
C 0.59023 -0.35548 0.36147 -0.19
C 0.24311 1.08224 0.93557 -0.12
C 1.48391 2.00137 1.31422 -0.24
O 2.16640 1.61242 2.21556 0.07
N -0.70328 -1.03762 -0.28545 0.19
H 1.15569 0.93372 -1.34851 0.17
H 2.57975 -0.03300 -0.52876 0.15
H 1.91700 -1.22110 -2.40094 0.14
H 1.00316 -1.04730 1.27576 0.22
H -0.16572 1.06483 1.99952 0.14
H -0.33182 1.65220 0.19288 0.11
H 1.75115 2.93355 0.76588 0.14
H -1.52095 -0.46491 -0.58067 0.14
H -0.36820 -1.59734 -1.14451 0.18
H -1.05074 -1.68483 0.39834 0.13
H -4.04851 -0.15250 -0.15429 0.09
H -3.95814 -1.66479 -0.43458 0.05
O -3.49037 -0.95598 0.00219 -0.06
```

HOMO = -13.4 eV
Energy relative to the best compared isomer or geometry (same formula, charge and spin) = 240.0 kJ/mol
Net charge = +1
HOMO-LUMO gap = 10.317 eV
Energy = -11967.1089 eV

---

Record 9
# C4H12NO5P

The molecule C4H12NO5P (ωB97M-V/def2-TZVPD, OMol25).

```
23
Properties=species:S:1:pos:R:3:lowdin_charge:R:1
O 0.67539 2.31673 0.79550 -0.32
P 0.67304 0.99712 0.21595 0.73
C 2.48482 0.19456 0.53110 -0.26
O 2.82122 -1.01877 -0.18365 -0.15
C 0.26180 1.08617 -1.76346 -0.26
O -0.94736 0.47780 -1.91345 -0.15
N -0.40828 -0.09228 0.94786 -0.21
C -1.70929 0.37801 1.24172 -0.26
O -2.42052 0.50854 0.01973 -0.07
C -0.37655 -1.53562 0.77675 -0.26
O -1.06064 -2.00407 -0.35616 -0.06
H 2.71485 0.12220 1.62497 0.10
H 3.10522 1.07823 0.07936 0.11
H 2.20590 -0.95672 -0.96793 0.07
H 0.26835 2.11199 -2.16841 0.11
H 1.02258 0.40004 -2.15268 0.07
H -1.59713 0.94343 -1.33777 0.06
H -2.17849 -0.34116 1.93345 0.13
H -1.62684 1.37105 1.68992 0.13
H -2.55683 -0.39578 -0.34997 0.11
H 0.56493 -2.02274 0.92366 0.11
H -1.10960 -1.91860 1.66117 0.17
H -0.80659 -1.70011 -1.24767 0.09
```

HOMO = -9.2 eV
Energy relative to the best compared isomer or geometry (same formula, charge and spin) = 0.0 kJ/mol
HOMO-LUMO gap = 9.683 eV
Energy = -25357.6258 eV
SMILES string = O=P(CO)(CO)N(CO)CO

---

Record 10
# C4H12NOS

A cluster of 2 separate species, C4H12NOS in total (ωB97M-V/def2-TZVPD, OMol25).

```
19
Properties=species:S:1:pos:R:3:lowdin_charge:R:1
C -0.53467 2.03151 1.00303 -0.16
N -0.54359 1.27896 -0.24458 -0.12
C -0.29332 -0.18603 -0.12713 -0.52
C -0.20824 -0.83319 -1.50188 -0.79
S 0.79058 -2.33329 -1.48243 0.19
C -1.39779 -0.89617 0.69874 -0.10
H -1.20651 2.89819 0.96552 0.07
H -0.90967 1.35777 1.81064 0.05
H 0.46796 2.28168 1.35742 0.06
H -1.45545 1.41335 -0.66849 0.09
H 0.70055 -0.25385 0.33642 0.10
H -1.27562 -0.96476 -1.81203 0.04
H 0.09511 0.03781 -2.16521 0.06
H -1.67632 -0.50681 1.68198 0.04
H -1.00631 -1.87168 0.94905 0.05
H -2.29011 -0.97863 0.07355 0.07
H 3.95628 -1.05718 0.39956 0.02
H 2.92850 -0.69923 -0.77137 -0.04
O 3.85862 -0.71846 -0.50280 -0.12
```

HOMO = -2.6 eV
Energy relative to the best compared isomer or geometry (same formula, charge and spin) = 80.1 kJ/mol
Net charge = -1
HOMO-LUMO gap = 6.301 eV
Energy = -18715.9243 eV

---

Record 11
# C4H12NOS

A cluster of 2 separate species, C4H12NOS in total (ωB97M-V/def2-TZVPD, OMol25).

```
19
Properties=species:S:1:pos:R:3:lowdin_charge:R:1
C -0.63287 0.85307 0.00903 -0.34
C -0.77834 0.02989 -1.26646 -0.83
S -1.77327 0.83367 -2.62076 0.00
C -0.21279 0.01781 1.22919 -0.24
N 1.11497 -0.65415 1.01926 -0.16
C 1.07298 -1.78834 0.08588 -0.16
H -0.08363 1.79710 -0.16331 0.10
H -1.70740 1.11949 0.26935 0.10
H -1.23677 -1.01136 -1.02506 0.05
H 0.35118 -0.09070 -1.78062 0.07
H -0.15317 0.62174 2.15093 0.10
H -0.97777 -0.75102 1.39937 0.11
H 1.79681 0.02714 0.67109 0.10
H 0.10944 -2.20776 0.00743 0.04
H 1.78794 -2.57997 0.39558 0.06
H 1.48385 -1.50349 -0.95317 0.08
H 1.83899 -0.58576 2.90719 0.02
H 2.69986 0.64254 2.77507 0.02
O 2.24553 0.13596 3.47470 -0.13
```

HOMO = -2.4 eV
Energy relative to the best compared isomer or geometry (same formula, charge and spin) = 146.8 kJ/mol
Net charge = -1
HOMO-LUMO gap = 5.812 eV
Energy = -18715.2326 eV

---

Record 12
# C4H12NOS

A cluster of 2 separate species, C4H12NOS in total (ωB97M-V/def2-TZVPD, OMol25).

```
19
Properties=species:S:1:pos:R:3:lowdin_charge:R:1
C -0.75522 1.84535 0.75363 -0.17
N -0.21041 0.52911 0.89592 -0.12
C 0.87389 0.24793 -0.12738 -0.46
C 0.15083 -0.04849 -1.49592 -0.75
S 1.07695 -0.96538 -2.79686 0.06
C 1.68919 -0.90560 0.43562 -0.11
H -0.03291 2.67006 0.89078 0.07
H -1.08513 2.08131 -0.25062 0.06
H -1.71318 1.95439 1.30545 0.08
H 0.13285 0.29505 1.81629 0.09
H 1.40593 1.17536 -0.42856 0.12
H -0.74832 -0.70171 -1.28385 0.01
H -0.27842 0.90340 -1.79861 0.02
H 2.21208 -0.60694 1.35781 0.06
H 2.39599 -1.50907 -0.14507 0.05
H 0.93385 -1.57990 0.90442 0.07
H -2.06789 -2.23933 -0.62687 0.04
H -1.56787 -1.36354 0.42882 -0.01
O -2.41221 -1.78198 0.16499 -0.11
```

HOMO = -2.4 eV
Energy relative to the best compared isomer or geometry (same formula, charge and spin) = 108.7 kJ/mol
Net charge = -1
HOMO-LUMO gap = 6.073 eV
Energy = -18715.6277 eV